[1]
A 3-piece molecular cluster, C17H38BBrFO8 overall in a non-equilibrium geometry. Source: OMol25; level of theory: ωB97M-V/def2-TZVPD.

Calculated values
- Frontier orbital gap: 6.25 eV
- Total charge: -1
- LUMO energy: 2.36 eV
- Relative energy (zero: lowest compared OMol25 entry of this formula, charge and spin): 34.2 kcal per mole
- HOMO energy: -0.1430 Ha

Each line ends with the natural charge from an NBO analysis.
CARTESIAN COORDINATES (ANGSTROEM)
C 1.33214 1.99149 -2.55880  -0.620
C 0.50217 0.64758 -2.37458  -0.424
C -0.90596 0.96786 -1.71040  -0.215
Br -1.50313 -0.70198 -0.82815  -0.081
C -1.85268 1.48633 -2.86197  0.023
O -2.07034 2.83959 -2.49842  -0.728
B -3.49496 3.07670 -2.14842  0.433
O -4.16122 1.73044 -2.10646  -0.694
C -3.34460 0.95627 -2.94002  0.437
F -3.75632 1.34524 -4.26288  -0.418
H 1.18099 2.44441 -3.56687  0.211
H 2.41749 1.80714 -2.37210  0.199
H 1.00738 2.75370 -1.80463  0.215
H 0.40261 0.08654 -3.33337  0.204
H 1.09728 0.04377 -1.63892  0.205
H -0.71104 1.80116 -0.99920  0.243
H -1.34968 1.40809 -3.85401  0.177
H -3.71631 3.53747 -1.04028  -0.160
H -3.96839 3.89966 -2.90573  -0.150
H -3.54600 -0.13160 -2.81932  0.148
C -2.03160 -0.82828 3.10157  -0.248
O -2.32356 0.55148 3.04546  -0.556
C -3.37562 0.86624 2.13526  -0.100
C -4.19594 2.04114 2.64115  -0.092
O -5.06979 1.72895 3.73064  -0.546
C -4.47101 1.44105 4.98781  -0.082
C -3.86103 2.64867 5.68619  -0.091
O -2.65557 3.05223 5.05356  -0.544
C -2.49279 4.45537 5.02134  -0.248
H -1.52741 -1.14441 2.18366  0.180
H -1.36838 -1.00174 3.95055  0.177
H -2.94211 -1.41894 3.25527  0.156
H -4.03602 0.00422 1.98681  0.170
H -2.91587 1.12883 1.17782  0.208
H -4.85125 2.35796 1.82719  0.209
H -3.56459 2.89746 2.87914  0.183
H -3.75697 0.62171 4.90551  0.189
H -5.28874 1.07789 5.61819  0.175
H -3.61718 2.38307 6.72323  0.164
H -4.59303 3.46292 5.69418  0.170
H -3.37914 4.94392 4.60407  0.168
H -1.64469 4.67966 4.37428  0.196
H -2.29088 4.84057 6.02661  0.157
C 1.52232 -3.64743 -2.28734  -0.252
O 2.66733 -3.02475 -1.74008  -0.547
C 3.02366 -3.53202 -0.46477  -0.094
C 4.53297 -3.52145 -0.27826  -0.084
O 5.22575 -4.53388 -1.00565  -0.545
C 5.26918 -4.40467 -2.42361  -0.085
C 6.16354 -3.28038 -2.92569  -0.093
O 5.56940 -2.01202 -2.69194  -0.543
C 6.50884 -1.02054 -2.32854  -0.249
H 0.62605 -3.32758 -1.74887  0.186
H 1.43722 -3.34591 -3.33122  0.193
H 1.61320 -4.73920 -2.25498  0.155
H 2.65341 -4.55541 -0.33304  0.170
H 2.55869 -2.88701 0.29079  0.181
H 4.73650 -3.73439 0.77446  0.183
H 4.95419 -2.53589 -0.48066  0.187
H 4.26607 -4.33734 -2.84318  0.193
H 5.69351 -5.34626 -2.78418  0.180
H 6.30407 -3.38585 -4.00876  0.172
H 7.13984 -3.35433 -2.43527  0.169
H 7.13535 -1.35923 -1.49648  0.162
H 5.95660 -0.13909 -2.00228  0.197
H 7.13608 -0.75524 -3.18548  0.164

---

[2]
C17H38BIN2O16P2S2 as an isolated structure in a non-equilibrium geometry. Source: OMol25; level of theory: ωB97M-V/def2-TZVPD.

Calculated values
- Frontier orbital gap: 4.83 eV
- Total charge: -2
- LUMO energy: 3.53 eV
- HOMO energy: -0.0477 Ha

Each line ends with the Mulliken charge.
CARTESIAN COORDINATES (ANGSTROEM)
C 0.36226 4.13652 -3.81952  -0.816
C 1.36958 2.91957 -3.56946  -0.007
O 1.53939 2.42509 -2.26504  -0.463
C 0.41325 1.97395 -1.51468  0.142
B 0.10532 3.25442 -0.50669  0.926
O 1.26406 3.83327 0.17844  -0.724
O -1.15778 3.84570 -0.26774  -0.618
O 1.06847 1.10355 -0.51293  -0.753
P 0.10576 -0.23586 0.06886  0.592
N -0.74945 0.62903 1.36669  -0.770
N 1.48921 -0.42414 1.21806  -0.439
I -1.03857 -2.26918 1.09681  -0.371
P 1.13312 -1.79529 -1.09860  0.155
S 1.48819 -3.39070 0.04133  -0.408
O -1.15860 0.14149 -1.04636  -0.696
C -0.79336 1.11290 -2.09581  1.053
S -0.67895 -0.03347 -3.53494  -0.254
C -2.24807 1.83335 -2.35917  0.340
O -3.11934 1.99579 -1.46000  -0.694
O -2.47721 2.21538 -3.66693  -0.794
H 0.86567 5.12460 -3.48763  0.247
H 0.08539 4.27757 -4.91398  0.323
H -0.61529 4.08083 -3.22813  0.142
H 2.40453 3.33339 -3.89054  0.340
H 1.14430 2.14998 -4.40166  -0.073
H 1.56859 3.21189 0.87204  0.314
H -1.22229 4.28743 0.60402  0.239
H -1.67591 0.16824 1.42793  0.278
H -0.33032 0.49024 2.29322  0.233
H 2.35398 -0.68870 0.70979  0.226
H 1.71646 0.51908 1.59033  0.278
H 0.34976 -2.32708 -2.19580  0.009
H 2.44875 -1.39660 -1.56937  0.098
H 0.14873 0.37049 -4.54562  0.068
C 3.45561 -5.68901 6.87068  -1.089
C 2.30073 -4.79018 7.27407  -0.178
O 2.35911 -3.53674 6.59060  -0.381
C 1.96474 -3.56042 5.29906  0.702
O 1.57169 -4.53039 4.69796  -0.574
O 2.11249 -2.32906 4.79816  -0.385
C 1.82602 -2.22789 3.38885  -0.320
H 4.40955 -5.17524 7.01581  0.282
H 3.45290 -6.60883 7.46023  0.346
H 3.39732 -5.95893 5.81441  0.316
H 2.37119 -4.56862 8.34137  0.278
H 1.33438 -5.27512 7.10713  0.308
H 0.83244 -2.62230 3.15591  0.090
H 2.59235 -2.75359 2.81657  0.268
H 1.85120 -1.18018 3.11717  0.239
C 0.98230 -8.95006 -5.18491  -1.086
C 1.96882 -8.08906 -4.41673  -0.195
O 1.37705 -6.84785 -4.02764  -0.343
C 0.53120 -6.91082 -2.98187  0.727
O 0.24591 -7.90664 -2.35924  -0.572
O 0.04160 -5.68418 -2.77146  -0.252
C -0.95499 -5.62596 -1.74818  -0.559
H 0.57044 -8.39677 -6.03288  0.285
H 1.46699 -9.85731 -5.55293  0.350
H 0.13881 -9.24306 -4.55659  0.307
H 2.81391 -7.84383 -5.06330  0.291
H 2.36993 -8.61428 -3.54498  0.301
H -0.59268 -6.06283 -0.81645  0.294
H -1.86197 -6.13371 -2.08504  0.362
H -1.19420 -4.57651 -1.56618  0.061
C -4.67777 6.43646 0.53830  -1.207
C -3.69855 7.08000 -0.42546  0.003
O -3.58366 8.49177 -0.18162  -0.339
C -2.84876 8.83926 0.88366  0.763
O -2.28215 8.08602 1.63551  -0.546
O -2.87432 10.18196 0.98734  -0.339
C -2.21182 10.67930 2.14692  -0.634
H -5.64297 6.94948 0.50350  0.332
H -4.82451 5.38334 0.29117  0.385
H -4.32092 6.50028 1.56853  0.310
H -4.06981 6.96683 -1.44524  0.262
H -2.71685 6.60043 -0.38383  0.228
H -1.18873 10.30355 2.21166  0.294
H -2.77746 10.41097 3.04153  0.284
H -2.17625 11.76696 2.07150  0.213

---

[3]
A 8-piece molecular cluster, C17H38Cl9N5O6 overall in a non-equilibrium geometry. Source: OMol25; level of theory: ωB97M-V/def2-TZVPD.

Calculated values
- Frontier orbital gap: 9.23 eV
- SMILES string: COCCNCCOC.ClC(Cl)Cl.ClC(Cl)Cl.ClC(Cl)Cl.CC(N)=O.CC(N)=O.CC(N)=O.CC(N)=O
- LUMO energy: 0.13 eV
- HOMO energy: -0.3343 Ha

Each line ends with the Mulliken charge.
CARTESIAN COORDINATES (ANGSTROEM)
O -19.40387 -29.73696 -20.15665  -0.598
C -19.21415 -30.91289 -19.98572  0.568
N -18.73340 -31.42658 -18.87644  -0.364
C -19.37750 -31.89573 -21.12781  -0.891
H -19.02067 -32.29559 -18.44938  0.216
H -18.34612 -30.80904 -18.17733  0.233
H -18.70294 -32.71149 -20.86780  0.309
H -19.19859 -31.42620 -22.09509  0.266
H -20.36404 -32.35916 -21.11847  0.261
O -16.89707 -30.97274 -11.43778  -0.638
C -17.11558 -29.85285 -11.89577  0.648
N -18.35319 -29.59058 -12.30113  -0.375
C -16.04749 -28.77154 -12.06716  -0.826
H -19.12108 -30.19876 -12.05505  0.230
H -18.61994 -28.66220 -12.59618  0.182
H -15.06568 -29.14410 -12.35929  0.270
H -15.97991 -28.13949 -11.18170  0.240
H -16.45947 -28.15323 -12.86470  0.270
O -24.33582 -18.65153 -19.81591  -0.624
C -23.66234 -18.29643 -20.78642  0.620
N -23.84094 -17.10455 -21.35466  -0.366
C -22.34279 -19.02246 -21.21221  -0.811
H -24.66356 -16.55131 -21.16148  0.228
H -23.27765 -16.73436 -22.10684  0.195
H -21.67347 -18.41230 -21.81869  0.304
H -22.55424 -19.89435 -21.83124  0.220
H -21.83716 -19.26514 -20.27757  0.233
O -19.62387 -24.99466 -15.65928  -0.632
C -19.72250 -24.02281 -16.38424  0.626
N -20.00781 -24.15243 -17.63683  -0.372
C -19.43564 -22.63530 -15.76411  -0.956
H -19.74595 -23.44029 -18.30346  0.221
H -19.92536 -25.07748 -18.03379  0.251
H -19.39698 -22.47995 -14.68593  0.295
H -20.24732 -21.97631 -16.07233  0.303
H -18.51549 -22.27819 -16.22660  0.263
C -26.36799 -18.65609 -13.40090  0.064
Cl -27.12498 -17.12424 -13.36591  -0.086
Cl -27.06758 -19.92204 -12.28826  -0.120
Cl -24.60352 -18.50200 -12.97614  -0.144
H -26.26390 -19.01102 -14.42622  0.286
C -24.86682 -27.66191 -17.32909  0.075
Cl -25.50191 -27.09981 -15.71337  -0.118
Cl -25.37069 -26.54114 -18.63834  -0.115
Cl -25.27645 -29.35142 -17.75107  -0.119
H -23.77766 -27.68850 -17.29548  0.277
C -15.66958 -19.33106 -10.46994  0.041
Cl -15.87164 -21.06324 -10.23996  -0.102
Cl -17.31085 -18.53852 -10.41343  -0.116
Cl -14.90380 -19.07369 -12.05413  -0.125
H -14.90527 -18.91605 -9.81290  0.301
C -13.67133 -18.68388 -21.09236  -0.675
O -13.94879 -20.03162 -21.61473  -0.318
C -15.19419 -20.55557 -21.20829  -0.339
C -15.37187 -22.01456 -21.73785  -0.601
N -16.77452 -22.22905 -22.17568  -0.370
C -16.84710 -23.53792 -22.89398  -0.715
C -18.27626 -23.83165 -23.38890  -0.561
O -18.74112 -22.94097 -24.43535  -0.345
C -20.10345 -23.11754 -24.72412  -0.720
H -14.55281 -18.06897 -21.27397  0.301
H -12.81323 -18.39014 -21.69691  0.232
H -13.48577 -18.77940 -20.02252  0.274
H -16.05968 -20.02385 -21.60364  0.293
H -15.29241 -20.55821 -20.12273  0.319
H -15.13672 -22.71109 -20.93308  0.241
H -14.72148 -22.22536 -22.58676  0.343
H -17.01102 -21.44370 -22.76507  0.235
H -16.46163 -24.36348 -22.29567  0.432
H -16.19312 -23.48510 -23.76439  0.388
H -18.92368 -23.77200 -22.51403  0.340
H -18.30141 -24.89946 -23.60624  0.418
H -20.52821 -24.07867 -24.43442  0.339
H -20.31117 -22.93320 -25.77815  0.262
H -20.78302 -22.47084 -24.16908  0.227

---

Q: Which value of frontier orbital gap does entry 3 give?
A: 9.23 eV

---

Q: The highest HOMO energy belongs to which entry?
A: C17H38BIN2O16P2S2

---

Q: The highest HOMO energy belongs to which entry?
A: C17H38BIN2O16P2S2